No. 1
The following is a quantum chemistry calculation of a structure of composition C34H32GeMnN4O2PS2, from the Open Molecules 2025 dataset.

The geometry in XYZ format:
```
77
Properties=species:S:1:pos:R:3:forces:R:3
Mn 0.070 -0.190 -0.365 0.00 -0.05 0.27
O -0.721 -3.901 1.056 0.02 0.00 -0.02
C -0.544 -2.702 0.823 -0.07 -0.01 0.04
N -0.472 -2.051 -0.340 -0.02 -0.09 -0.14
C -0.620 -2.630 -1.606 0.00 0.07 0.02
C -0.790 -3.981 -1.886 0.00 -0.06 -0.03
C -0.906 -4.408 -3.209 0.00 0.01 0.04
C -0.862 -3.496 -4.249 0.00 0.02 0.00
C -0.703 -2.136 -3.986 0.00 -0.02 -0.06
C -0.578 -1.694 -2.676 -0.02 0.01 0.08
N -0.389 -0.369 -2.257 0.01 -0.08 -0.26
C -0.575 0.707 -3.013 -0.01 0.08 0.04
O -0.850 0.819 -4.214 -0.01 -0.02 0.00
C -0.418 1.975 -2.181 0.01 -0.01 0.00
C -0.469 3.218 -2.790 0.01 0.01 -0.01
C -0.297 4.353 -2.017 0.00 0.00 0.02
C -0.088 4.207 -0.654 -0.03 0.00 -0.01
C -0.062 2.929 -0.123 -0.03 0.00 0.01
N -0.217 1.835 -0.861 -0.05 -0.09 -0.05
C -0.423 -1.734 1.990 -0.02 -0.01 0.02
C -0.618 -2.180 3.285 -0.01 -0.01 0.01
C -0.566 -1.266 4.325 0.02 0.03 -0.01
C -0.315 0.064 4.031 -0.02 -0.03 0.04
C -0.125 0.422 2.708 -0.02 -0.02 -0.03
N -0.172 -0.449 1.705 0.12 0.10 -0.13
H -0.821 -4.681 -1.066 0.00 0.00 0.00
H -1.030 -5.465 -3.417 0.00 0.00 0.01
H -0.952 -3.836 -5.275 0.00 0.01 0.00
H -0.676 -1.409 -4.784 0.00 0.00 0.00
H -0.638 3.248 -3.857 0.00 -0.01 0.00
H -0.334 5.340 -2.464 0.00 0.00 0.00
H 0.035 5.064 -0.005 0.00 0.00 0.01
H 0.096 2.770 0.934 0.00 0.01 0.01
H -0.822 -3.231 3.435 0.00 0.00 -0.01
H -0.733 -1.582 5.347 -0.01 0.00 0.00
H -0.297 0.826 4.799 0.00 0.01 -0.01
H 0.049 1.454 2.441 0.03 0.02 0.01
C 4.942 -0.572 -0.981 0.02 0.00 0.02
Ge 3.061 -0.798 -1.581 -0.10 0.03 0.01
C 2.876 -2.713 -2.004 0.02 -0.03 -0.02
C 2.978 0.126 -3.327 0.02 -0.02 -0.03
C 1.845 -0.118 -0.272 0.11 0.18 0.16
H 5.645 -0.928 -1.739 0.00 0.00 0.00
H 5.111 -1.133 -0.059 0.01 0.00 0.00
H 5.152 0.481 -0.780 0.00 0.00 0.00
H 3.728 -3.048 -2.602 -0.01 -0.02 0.00
H 1.959 -2.898 -2.566 0.01 -0.01 -0.01
H 2.832 -3.304 -1.087 0.00 0.00 0.00
H 3.749 -0.264 -3.997 -0.02 0.02 -0.02
H 3.134 1.200 -3.201 0.00 0.00 0.01
H 2.002 -0.024 -3.793 0.00 -0.01 0.00
H 2.342 0.352 0.597 0.01 -0.06 0.01
S -5.887 2.379 3.217 0.00 0.02 0.02
P -4.126 2.483 2.301 0.03 -0.01 0.07
S -3.309 0.913 1.429 -0.07 0.02 -0.02
C -4.177 3.897 1.121 -0.01 0.00 0.01
C -4.695 5.123 1.537 0.00 0.00 -0.02
C -4.731 6.200 0.666 0.00 0.00 -0.02
C -4.265 6.057 -0.638 0.00 0.01 0.02
C -3.759 4.838 -1.059 0.01 -0.01 0.00
C -3.707 3.762 -0.177 0.02 0.02 -0.02
C -2.875 3.105 3.510 -0.01 0.01 -0.03
C -2.988 2.794 4.859 0.00 0.00 0.02
C -1.988 3.156 5.753 0.00 0.00 -0.01
C -0.865 3.842 5.307 0.00 0.00 0.00
C -0.752 4.169 3.961 0.00 0.00 0.01
C -1.752 3.802 3.072 0.00 -0.01 0.00
H -5.084 5.213 2.544 0.00 0.00 0.00
H -5.132 7.151 0.998 0.00 0.00 0.00
H -4.302 6.897 -1.324 0.00 0.00 0.00
H -3.394 4.717 -2.071 0.00 0.00 0.00
H -3.303 2.803 -0.488 -0.01 0.01 0.01
H -3.876 2.271 5.194 0.01 0.00 0.00
H -2.085 2.901 6.802 0.00 0.00 0.00
H -0.084 4.123 6.004 0.00 0.00 0.00
H 0.119 4.709 3.605 0.00 0.00 -0.01
H -1.663 4.054 2.021 0.01 0.00 -0.01
```
Positions in Å, forces in eV/Å.

Calculated values
net charge: -2
largest force on an atom: 0.3 eV/A
energy relative to the best compared isomer or geometry (same formula, charge and spin): 4.4 kcal/mol

Here are the Löwdin charges for atoms 1 to 8, given in e: number 1, Mn, carries 0.45; number 2, O, carries 0.01; number 3, C, carries -0.45; number 4, N, carries 0.04; number 5, C, carries -0.20; number 6, C, carries -0.03; number 7, C, carries -0.13; number 8, C, carries -0.13

No. 2
The following is a quantum chemistry calculation of the molecule C16H19NO4S, from the Open Molecules 2025 dataset.

The geometry in XYZ format:
```
41
Properties=species:S:1:pos:R:3:forces:R:3
C -4.712 -2.889 0.790 -0.22 -0.04 0.06
H -4.774 -3.969 0.910 -0.05 0.09 0.00
O -3.380 -2.623 0.421 0.30 0.14 -0.07
C -3.008 -1.331 0.216 0.01 0.20 -0.08
C -3.856 -0.241 0.324 -0.13 -0.14 0.08
C -3.373 1.052 0.107 0.21 -0.13 -0.05
C -2.044 1.245 -0.234 -0.10 0.27 0.00
C -1.199 0.145 -0.364 -0.45 -0.16 0.29
C -1.669 -1.136 -0.132 0.02 0.06 -0.03
H -1.024 -2.000 -0.166 0.11 -0.10 0.00
C 0.223 0.417 -0.727 0.05 -0.14 -0.23
O 0.806 1.428 -0.387 -0.07 0.22 0.12
N 0.793 -0.529 -1.513 0.01 -0.28 -0.24
H 0.267 -1.356 -1.744 -0.10 0.16 0.03
C 2.200 -0.527 -1.818 0.25 0.14 -0.05
C 2.873 -1.818 -1.357 -0.20 0.07 0.53
H 2.502 -2.665 -1.936 0.09 -0.02 -0.06
H 3.954 -1.754 -1.467 0.02 -0.06 -0.15
S 2.499 -2.226 0.382 0.23 -0.10 -0.01
C 3.911 -1.419 1.243 -0.30 -0.23 -0.56
C 3.979 0.036 0.998 -0.47 0.35 0.74
C 3.277 1.082 1.521 0.43 -0.60 -0.19
C 3.762 2.245 0.877 0.40 -0.07 -0.39
C 4.719 1.822 0.010 -0.36 0.76 0.18
O 4.861 0.485 0.071 0.17 -0.46 -0.11
H 5.350 2.346 -0.680 0.12 -0.01 -0.11
H 3.430 3.249 1.034 -0.03 0.26 -0.04
H 2.503 1.028 2.257 -0.20 -0.08 0.15
H 4.822 -1.911 0.902 0.05 0.05 0.18
H 3.737 -1.637 2.295 0.11 0.02 -0.01
H 2.357 -0.414 -2.899 0.02 0.06 0.12
H 2.619 0.345 -1.312 0.03 -0.09 -0.11
H -1.625 2.223 -0.402 0.01 0.11 0.01
O -4.292 2.045 0.254 -0.02 -0.38 0.03
C -3.868 3.376 0.078 0.08 0.23 -0.04
H -4.748 3.991 0.260 0.09 -0.01 -0.02
H -3.083 3.644 0.791 -0.02 -0.01 -0.03
H -3.508 3.551 -0.941 0.00 -0.01 0.05
H -4.896 -0.342 0.585 -0.12 -0.06 0.04
H -4.971 -2.404 1.736 0.01 0.00 -0.04
H -5.415 -2.570 0.014 0.03 0.00 0.04
```
Positions in Å, forces in eV/Å.

Calculated values
net charge: 0
SMILES: COc1cc(OC)cc(C(=O)NCCSCc2ccco2)c1
largest force on an atom: 0.9 eV/A
energy relative to the best compared isomer or geometry (same formula, charge and spin): 36.9 kcal/mol

Here are the Löwdin charges for atoms 1 to 8, given in e: number 1, C, carries -0.09; number 2, H, carries 0.09; number 3, O, carries -0.08; number 4, C, carries -0.26; number 5, C, carries 0.06; number 6, C, carries -0.26; number 7, C, carries 0.03; number 8, C, carries -0.12

No. 3
The following is a quantum chemistry calculation of a cluster of 2 separate species, C3H9NO2 in total at a distorted geometry, from the Open Molecules 2025 dataset.

The geometry in XYZ format:
```
15
Properties=species:S:1:pos:R:3:forces:R:3
C -1.089 -0.659 1.666 1.59 -0.14 -4.61
C 0.295 -1.209 1.209 2.71 2.25 -0.07
O 0.307 -1.846 0.070 -2.46 -3.36 -3.17
O 1.421 -0.932 1.566 -0.74 0.57 2.63
H -1.687 -1.569 1.519 -0.67 0.86 0.88
H -1.362 0.158 0.823 0.46 -2.06 1.83
H -0.920 -0.125 2.545 -0.42 0.24 1.77
C 0.320 2.403 -1.995 -0.63 1.51 3.49
N -1.120 1.820 -1.943 2.57 -2.52 -2.47
H -1.455 1.425 -1.041 1.11 0.49 -0.75
H 0.970 -2.572 -0.073 -0.47 1.62 0.74
H -0.970 0.931 -2.617 -1.08 2.46 2.15
H 0.746 2.785 -0.977 -1.17 -1.01 -1.29
H 0.375 3.315 -2.538 -0.95 0.98 -0.74
H 1.172 1.926 -2.411 0.15 -1.90 -0.40
```
Positions in Å, forces in eV/Å.

Calculated values
net charge: 0
SMILES: CC(=O)O.CN
largest force on an atom: 5.2 eV/A
energy relative to the best compared isomer or geometry (same formula, charge and spin): 66.7 kcal/mol

Here are the Löwdin charges for atoms 1 to 8, given in e: number 1, C, carries 0.04; number 2, C, carries -0.60; number 3, O, carries 0.07; number 4, O, carries 0.07; number 5, H, carries 0.09; number 6, H, carries 0.12; number 7, H, carries 0.05; number 8, C, carries -0.19

No. 4
The following is a quantum chemistry calculation of a cluster of 2 separate species, C16H17N in total at a distorted geometry, from the Open Molecules 2025 dataset.

The geometry in XYZ format:
```
34
Properties=species:S:1:pos:R:3:forces:R:3
C 4.167 0.643 -1.216 -0.58 0.19 0.37
C 2.271 -1.227 1.448 -0.60 0.35 0.32
C 3.116 -0.336 0.834 0.00 0.10 -0.89
C 1.557 -2.157 0.704 -0.35 -0.12 0.89
C 3.242 -0.364 -0.568 1.21 0.65 0.65
C 1.796 -2.294 -0.635 1.25 0.10 -0.80
C 2.665 -1.386 -1.272 -1.23 -1.05 -0.13
H 2.018 -1.150 2.498 0.30 0.05 0.08
H 3.649 0.449 1.357 -0.09 -0.11 0.25
H 0.798 -2.704 1.252 0.15 -0.43 -0.30
H 1.529 -3.160 -1.226 -0.77 0.09 0.14
H 5.145 0.210 -1.350 0.35 -0.20 -0.47
H 4.326 1.498 -0.561 -0.13 0.07 0.11
H 2.780 -1.558 -2.339 0.37 0.43 0.05
H 3.744 1.032 -2.140 0.24 -0.16 -0.20
C -4.783 0.281 -0.658 -0.92 -1.68 -0.18
C -1.129 0.557 -0.165 0.04 0.12 -0.32
C -2.451 0.593 0.317 0.52 -0.51 -0.31
C -3.305 0.132 -0.766 0.11 1.13 1.33
C -2.486 -0.098 -1.824 -0.36 -1.19 0.50
C -0.021 1.026 0.548 -1.12 -0.41 0.20
C -0.334 1.549 1.786 0.51 -0.20 0.54
C -1.634 1.583 2.321 0.18 -0.63 -0.36
C -2.675 0.994 1.636 -0.50 0.64 -0.19
N -1.163 0.022 -1.435 0.30 0.54 -0.08
H 0.974 0.841 0.181 0.16 0.29 0.07
H 0.449 1.776 2.497 0.30 0.44 -0.24
H -0.408 0.215 -2.071 -0.07 -0.26 -0.14
H -1.748 2.001 3.305 -0.20 -0.09 0.26
H -2.760 -0.668 -2.692 0.08 0.39 -0.59
H -3.668 0.890 2.066 0.11 0.23 0.03
H -5.096 0.962 0.126 0.25 0.92 -0.51
H -5.369 -0.589 -0.304 0.76 -0.39 -0.22
H -5.193 0.434 -1.654 -0.29 0.71 0.16
```
Positions in Å, forces in eV/Å.

Calculated values
net charge: 0
SMILES: Cc1c[nH]c2ccccc12.Cc1ccccc1
largest force on an atom: 1.9 eV/A
energy relative to the best compared isomer or geometry (same formula, charge and spin): 19.4 kcal/mol

Here are the Löwdin charges for atoms 1 to 8, given in e: number 1, C, carries -0.05; number 2, C, carries -0.10; number 3, C, carries -0.07; number 4, C, carries -0.10; number 5, C, carries -0.30; number 6, C, carries -0.09; number 7, C, carries -0.06; number 8, H, carries 0.11

No. 5
The following is a quantum chemistry calculation of the molecule CH3NO at a distorted geometry, from the Open Molecules 2025 dataset.

The geometry in XYZ format:
```
6
Properties=species:S:1:pos:R:3:forces:R:3
C 0.681 -0.162 0.191 -3.63 0.39 -0.17
N -1.865 -0.282 0.670 1.15 1.06 -2.07
O -0.548 -0.479 0.822 2.86 -0.10 0.26
H 0.618 0.424 -0.776 0.28 -0.81 1.39
H 1.558 -0.422 0.804 -0.84 0.14 -0.51
H -1.976 0.287 -0.235 0.18 -0.69 1.09
```
Positions in Å, forces in eV/Å.

Calculated values
net charge: 0
largest force on an atom: 3.7 eV/A
energy relative to the best compared isomer or geometry (same formula, charge and spin): 126.0 kcal/mol

Löwdin charges in e: number 1, C, carries 0.04; number 2, N, carries 0.05; number 3, O, carries -0.29; number 4, H, carries 0.08; number 5, H, carries 0.07; number 6, H, carries 0.06